(1)
Entry from the OMol25 dataset: a 15-piece molecular cluster, C30H90O30 overall (wB97M-V/def2-TZVPD).

Energy above the lowest of the compared OMol25 structures with the same formula, charge and spin = 181.47 kJ/mol
Net charge = 0
F_max = 3.48 eV/Å
Orbital gap = 0.35512 hartree

XYZ file:
```
150
C30H90O30 (wB97M-V/def2-TZVPD)
C -3.3518 3.5766 3.2288
C -2.4697 2.9553 2.1897
O -1.9077 3.8280 1.2192
O -4.5392 4.1576 2.6561
H -2.8715 4.4165 3.7333
H -3.6717 2.8409 3.9707
H -2.9539 2.0903 1.7202
H -1.6887 2.4773 2.7936
H -2.6320 4.4349 1.0161
H -4.8462 3.5727 1.9533
C 3.4973 0.9645 -0.2763
C 4.9028 0.7409 -0.7879
O 5.9437 1.4939 -0.1942
O 2.9297 2.1576 -0.8320
H 3.3474 0.9231 0.8046
H 2.9144 0.1064 -0.6319
H 4.9233 0.8390 -1.8780
H 5.0958 -0.3084 -0.5499
H 5.6844 2.4206 -0.2521
H 2.3902 2.5606 -0.1400
C -3.1949 -0.8630 4.0583
C -3.8228 -1.0676 5.4357
O -3.4773 -0.0369 6.3376
O -3.4796 -1.9743 3.2121
H -2.1294 -0.6464 4.1497
H -3.6540 0.0507 3.6577
H -3.4213 -2.0451 5.7226
H -4.8922 -1.1943 5.2557
H -4.2899 0.4305 6.5452
H -2.6507 -2.2354 2.8009
C 1.7856 -2.1436 -3.8018
C 1.3543 -1.6598 -5.1551
O 0.5808 -2.6586 -5.8203
O 0.7480 -2.0928 -2.8258
H 2.6036 -1.4838 -3.5082
H 2.2009 -3.1526 -3.8609
H 2.2560 -1.4019 -5.7228
H 0.7301 -0.7612 -5.1166
H 0.3116 -2.3404 -6.6857
H -0.0296 -2.5692 -3.1956
C -0.4110 0.2731 0.1198
C 0.0592 -1.0980 0.5784
O 1.1364 -1.6186 -0.1606
O -0.9837 0.2229 -1.1874
H 0.4506 0.9483 0.1065
H -1.0710 0.7293 0.8612
H -0.8040 -1.7732 0.5749
H 0.2973 -1.0971 1.6469
H 0.8447 -1.8803 -1.0576
H -0.3044 0.4761 -1.8251
C -2.3358 -4.5948 -2.8572
C -1.9339 -4.9556 -1.4427
O -1.8437 -3.7342 -0.7069
O -1.5725 -3.4724 -3.3420
H -3.3744 -4.2563 -2.8717
H -2.2158 -5.4410 -3.5367
H -0.9228 -5.3760 -1.4347
H -2.6499 -5.6212 -0.9670
H -1.4935 -3.0574 -1.2995
H -2.0942 -3.0179 -4.0088
C 5.3753 -3.3974 1.7289
C 4.1205 -3.1410 0.9008
O 3.6062 -1.8619 1.2608
O 6.4321 -2.5238 1.3236
H 5.7668 -4.3865 1.4818
H 5.2960 -3.3291 2.8164
H 3.3984 -3.9312 1.0988
H 4.4177 -3.2392 -0.1467
H 2.7940 -1.8059 0.7221
H 6.1609 -1.6311 1.5659
C -4.8515 -1.2332 -0.9437
C -4.1040 -0.6975 0.2425
O -3.6407 0.6324 -0.0175
O -6.1256 -0.6243 -1.1710
H -5.1158 -2.2682 -0.7031
H -4.2838 -1.1760 -1.8770
H -3.2584 -1.3393 0.5068
H -4.7526 -0.6308 1.1154
H -2.8704 0.5655 -0.5961
H -5.9086 0.2449 -1.5294
C 2.9067 -2.6280 4.5370
C 2.6532 -1.4966 5.5320
O 2.5054 -2.0490 6.8363
O 2.6064 -2.2266 3.2062
H 2.2455 -3.4683 4.7793
H 3.8768 -3.1051 4.7151
H 1.6957 -1.0114 5.3612
H 3.4741 -0.7803 5.5325
H 1.7483 -2.6392 6.8541
H 3.4160 -1.8001 2.7794
C -1.2892 4.5699 -4.0945
C -0.7449 4.3660 -2.6924
O -1.2612 3.1826 -2.0732
O -2.6351 5.0247 -4.0712
H -1.2829 3.6202 -4.6488
H -0.6656 5.2075 -4.7277
H -0.9950 5.2591 -2.1102
H 0.3455 4.3222 -2.7250
H -0.8292 3.1094 -1.2140
H -2.9051 5.0843 -4.9921
C 1.1355 1.0322 4.2062
C 1.6428 2.4441 3.9645
O 1.2660 3.3243 5.0096
O -0.2795 0.9085 4.0728
H 1.5030 0.6344 5.1488
H 1.4873 0.3640 3.4180
H 1.2681 2.6960 2.9655
H 2.7287 2.4702 3.8209
H 1.4983 4.2254 4.7722
H -0.7039 1.3770 4.8020
C -1.8459 0.7203 -4.3247
C -2.6030 0.2980 -5.5699
O -3.0691 1.4391 -6.2767
O -2.7889 1.2406 -3.4031
H -0.9910 1.3680 -4.5221
H -1.4349 -0.2030 -3.8886
H -3.3962 -0.4263 -5.3658
H -1.9100 -0.1921 -6.2611
H -3.4869 2.0169 -5.6257
H -2.4336 2.0619 -3.0293
C -1.4129 -4.8334 2.6540
C -0.2008 -5.4019 1.9191
O -0.3935 -6.7655 1.6005
O -2.5381 -4.9801 1.7733
H -1.2938 -3.7807 2.9256
H -1.7299 -5.3635 3.5533
H 0.7738 -5.3167 2.3805
H -0.2050 -4.8000 0.9995
H -1.2960 -6.8663 1.2762
H -2.2850 -4.5741 0.9256
C 2.2713 4.8948 1.5090
C 1.2650 4.6534 0.3726
O 0.7459 3.3330 0.4987
O 3.4463 4.1058 1.3384
H 1.8281 4.7865 2.5014
H 2.6251 5.9293 1.4142
H 1.7937 4.7120 -0.5793
H 0.5860 5.4989 0.5017
H -0.1540 3.4280 0.8526
H 4.1609 4.5318 1.8182
C 2.3394 1.6826 -4.3833
C 1.7660 2.6462 -5.4236
O 1.8650 3.9816 -4.9412
O 1.4772 1.4900 -3.2771
H 3.2465 2.1304 -3.9687
H 2.4965 0.7150 -4.8662
H 0.7287 2.3719 -5.6455
H 2.3143 2.5505 -6.3657
H 2.0253 4.5703 -5.6819
H 1.8419 2.0452 -2.5747
```


(2)
Entry from the OMol25 dataset: C27H66AsF6N6O3 as an isolated structure (wB97M-V/def2-TZVPD).

Energy above the lowest of the compared OMol25 structures with the same formula, charge and spin = 0.00 kJ/mol
Net charge = -1
F_max = 1.44 eV/Å
Orbital gap = 0.31684 hartree

XYZ file:
```
109
C27H66AsF6N6O3 (wB97M-V/def2-TZVPD)
As 22.9390 16.8939 -3.6607
F 22.1551 17.8159 -4.8818
F 22.9654 15.4799 -4.6588
F 23.6525 16.0114 -2.3507
F 23.0410 18.3007 -2.6694
F 21.3705 16.4914 -3.0578
F 24.5072 17.2486 -4.2931
C 21.6013 18.6866 -7.9647
C 20.3295 19.3256 -8.5130
N 19.6553 18.6525 -9.6158
C 20.4425 18.6481 -10.8379
C 19.5793 18.3828 -12.0637
C 19.1246 17.3643 -9.2376
C 18.1131 17.4242 -8.0950
H 21.4671 17.7181 -7.4895
H 21.9955 19.3867 -7.2291
H 22.3214 18.5144 -8.7706
H 19.5962 19.3379 -7.6938
H 20.4167 20.3931 -8.7284
H 20.9140 19.6264 -10.9521
H 21.2699 17.9183 -10.7812
H 18.8079 19.1576 -12.1042
H 20.1160 18.4790 -13.0109
H 19.1080 17.4026 -12.0448
H 19.9252 16.6409 -9.0349
H 18.4900 17.0241 -10.0610
H 17.5232 16.5108 -8.1102
H 17.4495 18.2759 -8.2610
H 18.5733 17.5899 -7.1200
C 27.2587 23.1058 -2.7830
C 26.4505 21.8958 -2.3338
N 25.0125 22.1629 -2.4208
C 24.2934 21.7321 -1.2362
C 24.6127 22.5614 -0.0109
C 24.4568 21.4974 -3.6031
C 23.1190 22.0489 -4.1009
H 27.2438 23.1639 -3.8740
H 28.2963 23.1089 -2.4480
H 26.7616 23.9953 -2.3963
H 26.7100 21.0158 -2.9340
H 26.7249 21.6360 -1.3101
H 23.2170 21.7841 -1.4069
H 24.4765 20.6637 -1.0117
H 24.4450 22.0481 0.9372
H 25.6641 22.8546 -0.0027
H 24.0330 23.4873 0.0108
H 24.3657 20.4223 -3.3983
H 25.1634 21.6355 -4.4243
H 22.5361 21.2654 -4.5884
H 23.2611 22.8606 -4.8133
H 22.4961 22.3933 -3.2725
C 16.8065 18.6161 0.2153
C 18.0825 19.4491 0.2078
N 19.2761 18.6542 0.4903
C 19.3350 17.4153 -0.2624
C 20.5702 16.5658 0.0350
C 20.5133 19.4119 0.3289
C 20.4775 20.8004 0.9418
H 16.7975 17.9559 -0.6519
H 15.9155 19.2410 0.1706
H 16.7756 18.0503 1.1467
H 18.1959 20.0293 -0.7236
H 17.9899 20.1634 1.0306
H 19.2157 17.5216 -1.3528
H 18.5128 16.7588 0.0427
H 20.7551 16.4526 1.1028
H 21.4600 16.9046 -0.4975
H 20.4065 15.5670 -0.3815
H 21.3109 18.8231 0.7776
H 20.7655 19.5526 -0.7387
H 21.4847 21.1989 1.0772
H 19.8757 21.4850 0.3462
H 20.0628 20.8234 1.9572
C 21.3180 14.9563 -7.2755
C 21.6817 13.5043 -7.4239
O 21.6764 12.9091 -8.4934
N 22.0423 12.8850 -6.2715
C 22.5478 11.5372 -6.2458
H 21.6932 15.5691 -8.0863
H 21.6928 15.3324 -6.3251
H 20.2311 15.0622 -7.2106
H 22.0636 13.4480 -5.4378
H 21.8980 10.8808 -6.8207
H 22.6817 11.2214 -5.2162
H 23.5319 11.5039 -6.7285
C 14.9443 15.1516 -4.4050
C 15.9493 16.2699 -4.6061
O 15.6735 17.2677 -5.2432
N 17.1330 16.1332 -3.9602
C 18.1353 17.1721 -3.9727
H 14.4345 15.3120 -3.4552
H 15.4474 14.1842 -4.3342
H 14.2499 15.1622 -5.2370
H 17.4303 15.2753 -3.5322
H 18.2712 17.5928 -4.9689
H 19.1023 16.7542 -3.6945
H 17.8962 17.9894 -3.2905
C 26.6203 16.2794 -0.7251
C 26.9784 15.1926 -1.7056
O 27.7567 14.2972 -1.4039
N 26.4029 15.2973 -2.9191
C 26.4663 14.2713 -3.9315
H 27.5241 16.5651 -0.1886
H 25.9088 15.8740 -0.0049
H 26.1959 17.1766 -1.1740
H 25.6300 15.9391 -3.0069
H 25.5149 14.2798 -4.4664
H 26.5601 13.2747 -3.5000
H 27.2779 14.4535 -4.6358
```


(3)
Entry from the OMol25 dataset: a 2-piece molecular cluster, C4H14N2O overall (wB97M-V/def2-TZVPD).

Energy above the lowest of the compared OMol25 structures with the same formula, charge and spin = 207.40 kJ/mol
Net charge = 0
F_max = 4.13 eV/Å
Orbital gap = 0.35994 hartree
Structure (SMILES) = CNCCCN.O

XYZ file:
```
21
C4H14N2O (wB97M-V/def2-TZVPD)
C 1.2691 -0.3431 2.3307
N 0.4164 -0.1249 1.1047
C 0.6679 1.1557 0.4218
C 0.3207 0.9703 -1.0963
C -1.0061 0.3069 -1.2453
N -2.1940 1.0395 -0.8370
H 2.2793 -0.0066 1.9607
H 0.9596 0.2293 3.2794
H 1.2190 -1.3610 2.5614
H -0.5764 -0.3650 1.2960
H 1.6399 1.5907 0.5771
H -0.0724 1.9622 0.7848
H 1.1613 0.4770 -1.6321
H 0.3830 2.0529 -1.5497
H -1.1907 -0.8149 -1.0514
H -1.2696 0.2565 -2.3302
H -2.4243 1.1065 0.1347
H -2.1966 1.9447 -1.2557
H 0.5744 -1.8374 -0.2892
H 1.2575 -3.1198 -0.6914
O 0.3987 -2.6320 -0.7668
```


(4)
Entry from the OMol25 dataset: a 2-piece molecular cluster, C4H8OSe overall (wB97M-V/def2-TZVPD).

Energy above the lowest of the compared OMol25 structures with the same formula, charge and spin = 388.82 kJ/mol
Net charge = 0
F_max = 4.73 eV/Å
Orbital gap (alpha / beta) = 0.28292 / 0.27702 hartree

XYZ file:
```
14
C4H8OSe (wB97M-V/def2-TZVPD)
C -0.6250 0.8443 -0.9359
C -0.9060 1.2661 -2.4074
C 0.8256 -0.0236 2.8917
C 0.7210 -2.4763 1.4036
O 0.2764 0.1145 -0.6326
Se -0.2355 -1.0923 1.8489
H -1.2231 2.3110 -2.2808
H -1.5812 0.4241 -2.7994
H -0.0067 1.0869 -2.9269
H -1.3718 1.3608 -0.3294
H 0.3252 0.9916 2.8464
H 1.8026 -0.2903 2.7227
H 0.1125 -3.3206 1.2210
H 1.6767 -2.4272 2.0094
```


(5)
Entry from the OMol25 dataset: a 3-piece molecular cluster, C4H4NO overall (wB97M-V/def2-TZVPD).

Energy above the lowest of the compared OMol25 structures with the same formula, charge and spin = 394.04 kJ/mol
Net charge = +1
F_max = 3.72 eV/Å
Orbital gap (alpha / beta) = 0.29330 / 0.29332 hartree

XYZ file:
```
10
C4H4NO (wB97M-V/def2-TZVPD)
C 0.5382 0.4175 0.4045
C -0.8329 -1.5138 0.7969
C 1.1488 -0.7553 0.6848
C -0.3754 1.1185 -0.1180
N 0.3583 -1.8291 0.8385
O -1.8216 -0.9432 0.6894
H -0.2261 1.2944 -1.5657
H 0.0492 1.0903 -2.4526
H 2.1526 -0.8839 0.6972
H -0.9912 2.0046 0.0251
```


(6)
Entry from the OMol25 dataset: a 8-piece molecular cluster, C22H60O8 overall (wB97M-V/def2-TZVPD).

Energy above the lowest of the compared OMol25 structures with the same formula, charge and spin = 0.00 kJ/mol
Net charge = 0
F_max = 1.41 eV/Å
Orbital gap = 0.36609 hartree
Structure (SMILES) = CC(C)O.CC(C)O.CC(C)O.CC(C)O.CC(C)O.CC(C)O.CCO.CCO

XYZ file:
```
90
C22H60O8 (wB97M-V/def2-TZVPD)
C 1.2457 -4.0374 1.6391
C 1.2334 -5.3676 2.3854
C 0.2039 -5.4598 3.4860
O 0.9838 -6.4603 1.4824
H 1.9119 -4.1106 0.7757
H 1.6270 -3.2492 2.2936
H 0.2609 -3.7094 1.2995
H 2.2555 -5.4872 2.7639
H 0.4878 -6.2684 4.1624
H -0.7866 -5.6493 3.0769
H 0.1650 -4.5672 4.1121
H 1.6877 -6.4260 0.8262
C -1.2950 4.1374 2.1933
C -2.5081 3.4036 1.6086
C -3.1017 4.1394 0.4383
O -2.0598 2.0839 1.2447
H -0.8918 3.6274 3.0642
H -1.5301 5.1835 2.4086
H -0.4926 4.1589 1.4468
H -3.2147 3.2371 2.4241
H -2.2714 4.3906 -0.2352
H -3.6037 5.0642 0.7217
H -3.7872 3.5580 -0.1763
H -1.2345 2.1561 0.7319
C 5.1455 -3.2865 -2.2537
C 3.9501 -2.5598 -1.6252
C 4.4307 -1.3993 -0.7812
O 3.0726 -2.0752 -2.6377
H 4.9090 -4.1988 -2.7968
H 5.8713 -3.5139 -1.4666
H 5.6680 -2.5992 -2.9244
H 3.4168 -3.2896 -1.0007
H 3.6405 -0.8460 -0.2770
H 4.8250 -0.6691 -1.4986
H 5.1964 -1.7009 -0.0729
H 2.4938 -2.7876 -2.9180
C -4.2798 1.3507 -2.5472
C -2.8689 0.8042 -2.6093
C -2.5540 0.1464 -3.9642
O -1.8908 1.8205 -2.3453
H -4.4583 1.8263 -1.5869
H -4.9850 0.5199 -2.6457
H -4.5065 1.9957 -3.3993
H -2.7166 0.0398 -1.8450
H -1.5245 -0.2027 -4.0052
H -2.7198 0.8550 -4.7770
H -3.2246 -0.7116 -4.0619
H -2.1020 2.6382 -2.8081
C 2.9338 3.7001 -4.8693
C 2.5267 3.5470 -3.4156
C 1.0165 3.3584 -3.2791
O 3.2046 2.5070 -2.7323
H 2.5606 4.6447 -5.2644
H 2.5083 2.9035 -5.4891
H 4.0167 3.6517 -4.9870
H 2.7742 4.4644 -2.8735
H 0.7270 2.3635 -3.6344
H 0.4389 4.0665 -3.8875
H 0.6193 3.4850 -2.2721
H 3.1349 1.6856 -3.2347
C -4.8055 0.0966 2.7315
C -3.5931 -0.8328 2.5811
C -3.4344 -1.2815 1.1386
O -2.4236 -0.1329 3.0083
H -4.8110 0.4876 3.7491
H -5.7238 -0.4914 2.6277
H -4.7747 0.9153 2.0149
H -3.7091 -1.6643 3.2767
H -4.2930 -1.9040 0.8691
H -2.5093 -1.8292 0.9588
H -3.4261 -0.4059 0.4848
H -2.2099 0.5646 2.3642
C 0.9433 -0.6430 0.1541
C 0.9138 0.4139 -0.9308
O 0.0154 1.4463 -0.5050
H -0.0797 -0.9797 0.3406
H 1.3488 -0.3115 1.1088
H 1.4901 -1.5243 -0.1884
H 0.5191 -0.0029 -1.8605
H 1.8807 0.8882 -1.1012
H -0.6137 1.6145 -1.2422
C 1.1979 0.7329 3.9188
C 1.9231 -0.5955 4.1455
O 1.1990 -1.4489 5.0090
H 0.2106 0.5301 3.5000
H 1.6970 1.3471 3.1669
H 1.1700 1.2370 4.8822
H 2.9234 -0.4917 4.5715
H 2.1358 -1.0789 3.1782
H 0.3034 -1.5375 4.6608
```


(7)
Entry from the OMol25 dataset: a 4-piece molecular cluster, C18H30ClN2O6P overall (wB97M-V/def2-TZVPD).

Energy above the lowest of the compared OMol25 structures with the same formula, charge and spin = 344.10 kJ/mol
Net charge = 0
F_max = 5.57 eV/Å
Orbital gap = 0.28187 hartree
Structure (SMILES) = CC(=O)OCCc1cnc2cc(P(O)Cl)ccc2n1.CCO.CCO.CCO

XYZ file:
```
58
C18H30ClN2O6P (wB97M-V/def2-TZVPD)
C -0.8872 -4.0723 0.1332
C -0.8402 -3.2599 1.5372
O 0.2120 -3.3802 2.2103
O -2.0035 -2.5314 1.9013
C -1.6976 -1.3225 2.6350
C -1.5723 -0.0083 1.6752
C -0.0546 0.2433 1.1850
C 0.7536 1.4112 1.8229
N 2.1077 1.7252 1.5148
C 2.6227 0.8192 0.5228
C 4.1209 1.0049 0.0548
C 4.8185 0.1223 -1.0052
P 6.6273 0.3897 -1.5043
O 7.5584 -0.1163 -0.1612
Cl 6.7633 2.5159 -1.7686
C 3.9846 -1.0126 -1.6948
C 2.5152 -1.1975 -1.2361
C 1.8053 -0.3156 -0.1386
N 0.4407 -0.6384 0.1798
H -1.5184 -3.5448 -0.6687
H -1.4137 -5.0774 0.3676
H 0.1737 -4.3420 -0.2308
H -2.6276 -1.1048 3.2922
H -0.8208 -1.4007 3.3612
H -2.3061 -0.1695 0.7917
H -1.9131 0.9314 2.2605
H 0.2191 2.0713 2.6008
H 4.7434 1.8511 0.5285
H 7.0082 -0.2317 0.6529
H 4.4192 -1.7094 -2.4985
H 1.8916 -2.0295 -1.7372
C -6.7456 -0.1521 0.5877
C -5.5642 0.7279 0.2315
O -4.3503 -0.0049 0.3572
H -6.6503 -0.5268 1.6102
H -7.6842 0.4005 0.5005
H -6.7895 -1.0257 -0.0693
H -5.5113 1.5871 0.9034
H -5.6473 1.0970 -0.7955
H -4.4027 -0.7585 -0.2471
C -0.6331 -3.2341 -4.8808
C -1.7789 -3.2687 -3.8892
O -1.4089 -2.6018 -2.6876
H 0.2548 -3.7112 -4.4577
H -0.9023 -3.7481 -5.8067
H -0.3581 -2.2022 -5.1186
H -2.0358 -4.3001 -3.6379
H -2.6680 -2.7818 -4.3022
H -1.1909 -1.6880 -2.9169
C 1.2441 5.5841 1.7224
C 2.6413 6.0485 2.0796
O 3.2345 5.1472 3.0059
H 0.6207 5.5184 2.6183
H 0.7726 6.2703 1.0143
H 1.2717 4.5844 1.2787
H 2.6097 7.0372 2.5424
H 3.2745 6.1045 1.1883
H 3.2669 4.2759 2.5857
```


Look up the energy above the lowest of the compared OMol25 structures with the same formula, charge and spin of the third one.
207.40 kJ/mol